Formula: CH3PS
Source: the OMol25 dataset
Level of theory: the ωB97M-V functional and the def2-TZVPD basis

Each atom is followed by the atoms it is bonded to, with distances in Å.
Cartesian coordinates (Å):
1 H 0.627 -0.622 -2.307  C5 1.045
2 S -0.011 1.130 -0.532  C5 1.762, P6 2.240
3 H 0.071 0.319 2.733  no bonds
4 H 0.164 0.437 1.851  no bonds
5 C 0.136 -0.388 -1.415  H1 1.045, S2 1.762, P6 1.635
6 P -0.986 -0.877 -0.331  S2 2.240, C5 1.635

For the energy above the lowest of the compared OMol25 structures with the same formula, charge and spin, the calculation gives 248.0 kJ/mol. The calculation puts the total energy at -779.31986 hartree. The strongest force on any atom comes out at 3.56 eV/A. The calculation puts the LUMO energy at -0.342 eV.